[1]
Here is a cluster of 12 separate species, C25H59N3O9S4 in total from OMol25. Energies are from the ωB97M-V functional and the def2-TZVPD basis.

- orbital gap (Ha) = 0.3086

The geometry in ORCA input format:
```
! RIJCOSX wB97M-V def2-TZVPD def2/J DEFGRID3
* xyz 0 1
C 4.26 -14.95 28.21
O 5.29 -15.58 27.51
H 3.33 -14.88 27.63
H 3.96 -15.41 29.17
H 4.56 -13.94 28.51
H 6.08 -15.65 28.07
C 0.64 -15.64 24.62
O 1.42 -15.99 25.76
H 0.74 -14.57 24.45
H 0.99 -16.19 23.74
H -0.39 -15.96 24.76
H 2.14 -16.59 25.58
C 1.16 -12.65 29.26
O 0.79 -13.00 30.57
H 2.04 -13.21 28.91
H 0.29 -12.85 28.63
H 1.29 -11.58 29.10
H 1.33 -12.54 31.22
C 0.33 -17.72 28.39
O 1.24 -16.66 28.31
H -0.72 -17.40 28.35
H 0.42 -18.42 27.54
H 0.47 -18.32 29.30
H 1.19 -16.28 27.42
C 2.63 -11.49 26.12
O 3.81 -11.32 26.89
H 1.80 -11.03 26.64
H 2.74 -11.00 25.14
H 2.41 -12.55 25.99
H 4.44 -11.98 26.60
N 3.34 -19.22 23.70
C 3.25 -19.14 25.07
C 3.98 -18.06 25.46
C 4.58 -17.48 24.31
C 4.15 -18.22 23.24
H 2.88 -19.86 23.08
H 2.53 -19.72 25.62
H 4.10 -17.80 26.50
H 5.29 -16.66 24.28
H 4.39 -18.11 22.19
N 4.12 -13.34 23.51
C 4.62 -13.90 24.65
C 5.74 -13.18 25.01
C 5.97 -12.22 23.99
C 4.97 -12.35 23.07
H 3.27 -13.64 23.07
H 4.12 -14.71 25.16
H 6.33 -13.29 25.91
H 6.77 -11.50 23.98
H 4.74 -11.75 22.21
N 3.08 -18.05 30.38
C 4.39 -18.17 30.00
C 5.16 -18.19 31.13
C 4.27 -18.04 32.24
C 3.00 -17.98 31.73
H 2.37 -17.81 29.70
H 4.65 -18.18 28.96
H 6.24 -18.24 31.16
H 4.54 -18.03 33.28
H 2.05 -17.85 32.22
C 9.41 -11.41 28.84
S 7.72 -10.86 28.57
O 7.62 -10.48 27.14
C 6.96 -12.48 28.66
H 9.65 -12.29 28.23
H 9.58 -11.55 29.90
H 10.02 -10.60 28.44
H 7.52 -13.13 27.99
H 5.94 -12.41 28.31
H 7.02 -12.97 29.63
C 9.09 -15.15 30.65
S 8.84 -16.48 29.48
O 7.75 -16.03 28.55
C 10.34 -16.25 28.59
H 9.31 -14.21 30.16
H 9.87 -15.43 31.36
H 8.17 -15.11 31.23
H 10.52 -15.22 28.27
H 10.45 -16.96 27.78
H 11.16 -16.54 29.27
C 8.63 -21.34 27.10
S 8.79 -19.55 27.25
O 9.26 -19.31 28.64
C 7.05 -19.14 27.24
H 9.62 -21.75 27.28
H 8.22 -21.63 26.13
H 7.96 -21.66 27.90
H 6.99 -18.16 27.71
H 6.39 -19.85 27.75
H 6.69 -19.05 26.21
C 5.45 -13.82 31.85
S 4.00 -13.08 32.61
O 3.40 -12.28 31.49
C 3.03 -14.59 32.71
H 5.16 -14.48 31.03
H 6.00 -14.37 32.63
H 6.07 -12.97 31.57
H 3.71 -15.34 33.11
H 2.74 -14.84 31.69
H 2.18 -14.48 33.38
*
```

=====

[2]
Here is a structure of composition C25H60ClFN8O10P2S from OMol25. Energies are from the ωB97M-V functional and the def2-TZVPD basis.

- orbital gap (Ha) = 0.3175

The geometry in ORCA input format:
```
! RIJCOSX wB97M-V def2-TZVPD def2/J DEFGRID3
* xyz 0 1
C 0.06 -2.05 0.90
C -1.24 -2.34 1.68
P -2.17 -3.70 0.87
C -1.74 -5.27 1.72
C -0.28 -5.24 2.21
N -3.89 -3.29 1.15
P -5.03 -3.76 -0.15
O -4.28 -3.08 -1.41
Cl -4.55 -5.72 -0.58
S -4.61 -3.61 2.60
O -5.84 -2.91 2.72
O -4.57 -4.99 2.93
F -3.58 -2.89 3.54
H 0.21 -2.79 0.10
H -0.02 -1.10 0.38
H 0.92 -2.09 1.55
H -1.89 -1.46 1.64
H -1.01 -2.54 2.73
H -2.40 -5.54 2.54
H -1.85 -6.05 0.96
H 0.37 -4.64 1.57
H -0.22 -4.84 3.22
H 0.12 -6.25 2.22
H -3.98 -2.18 -1.22
C 0.59 -2.72 5.63
O 0.56 -2.82 4.41
N -0.24 -1.94 6.34
C -0.14 -1.87 7.79
C -1.25 -1.16 5.65
H 1.32 -3.26 6.26
H -1.07 -2.20 8.25
H 0.06 -0.84 8.11
H 0.67 -2.51 8.12
H -1.92 -1.81 5.09
H -0.79 -0.47 4.95
H -1.82 -0.61 6.39
C -0.26 0.80 -2.65
O -0.08 0.07 -1.68
N -1.40 1.43 -2.92
C -1.55 2.29 -4.09
C -2.53 1.24 -2.03
H 0.53 1.00 -3.39
H -1.82 3.31 -3.81
H -2.34 1.91 -4.74
H -0.61 2.31 -4.63
H -2.28 1.57 -1.02
H -2.81 0.19 -1.98
H -3.37 1.82 -2.40
C 2.96 1.35 -5.51
O 2.14 2.21 -5.23
N 3.80 0.78 -4.63
C 4.76 -0.23 -5.02
C 3.74 1.21 -3.24
H 3.08 0.97 -6.54
H 4.58 -1.16 -4.48
H 5.78 0.10 -4.80
H 4.67 -0.42 -6.09
H 2.76 1.03 -2.82
H 3.94 2.28 -3.17
H 4.49 0.66 -2.67
C 3.78 -3.71 6.51
O 3.05 -3.64 7.49
N 5.05 -4.15 6.55
C 5.88 -4.21 5.37
C 5.60 -4.56 7.83
H 3.45 -3.42 5.50
H 6.21 -5.23 5.18
H 6.76 -3.58 5.48
H 5.31 -3.86 4.51
H 5.02 -5.39 8.25
H 5.57 -3.74 8.55
H 6.63 -4.89 7.69
C -7.27 -0.53 1.01
O -7.19 -0.56 -0.20
N -8.21 0.16 1.69
C -8.26 0.15 3.13
C -9.18 0.93 0.94
H -6.57 -1.09 1.65
H -9.21 -0.25 3.49
H -8.14 1.16 3.54
H -7.46 -0.48 3.51
H -9.76 0.28 0.27
H -8.69 1.68 0.32
H -9.86 1.42 1.63
C -2.86 6.26 -4.85
O -2.38 5.17 -4.66
N -2.33 7.18 -5.68
C -2.94 8.48 -5.89
C -1.11 6.84 -6.39
H -3.79 6.60 -4.36
H -3.21 8.62 -6.94
H -2.26 9.28 -5.60
H -3.85 8.55 -5.29
H -1.26 5.96 -7.01
H -0.31 6.62 -5.68
H -0.82 7.68 -7.01
C 7.10 2.66 -3.38
O 7.60 1.56 -3.19
N 7.59 3.59 -4.22
C 6.95 4.87 -4.40
C 8.81 3.28 -4.96
H 6.19 2.98 -2.86
H 6.65 5.01 -5.44
H 7.62 5.69 -4.13
H 6.06 4.92 -3.77
H 8.66 2.40 -5.58
H 9.63 3.07 -4.28
H 9.06 4.13 -5.58
*
```

=====

[3]
Here is a cluster of 8 separate species, C25H60F8N3O17P3 in total from OMol25. Energies are from the ωB97M-V functional and the def2-TZVPD basis.

- orbital gap (Ha) = 0.3030

The geometry in ORCA input format:
```
! RIJCOSX wB97M-V def2-TZVPD def2/J DEFGRID3
* xyz 0 1
C -1.33 -3.21 2.29
N -2.36 -3.90 1.42
C -3.20 -2.92 0.68
C -1.61 -4.78 0.47
C -3.23 -4.70 2.37
C -4.49 -5.26 1.73
O -4.28 -6.07 0.58
H -1.76 -2.34 2.77
H -0.51 -3.00 1.61
H -0.99 -3.96 3.01
H -2.67 -2.01 0.42
H -3.96 -2.55 1.37
H -3.69 -3.31 -0.21
H -1.05 -5.54 1.03
H -0.96 -4.13 -0.10
H -2.29 -5.34 -0.16
H -3.61 -4.00 3.11
H -2.62 -5.51 2.76
H -5.19 -4.47 1.48
H -5.11 -5.83 2.43
H -4.05 -6.95 0.90
P 0.19 -0.20 0.17
F -1.41 0.16 0.14
F 0.02 -0.57 1.75
F -0.09 -1.80 -0.12
F 1.76 -0.63 0.17
F 0.19 0.09 -1.42
F 0.56 1.32 0.50
C -2.42 -1.36 -3.29
C -3.51 -0.33 -3.08
C -4.69 -0.38 -4.06
O -5.14 0.91 -4.43
C -6.19 1.40 -3.65
N -3.93 -0.32 -1.66
H -2.23 -1.34 -4.37
H -2.71 -2.39 -3.03
H -1.40 -1.24 -2.92
H -3.01 0.64 -3.24
H -5.43 -1.13 -3.79
H -4.17 -0.71 -4.96
H -6.97 0.67 -3.39
H -6.72 2.20 -4.16
H -5.88 1.86 -2.70
H -3.10 -0.20 -1.09
H -4.57 0.44 -1.50
C 3.74 7.26 -1.28
C 4.72 6.44 -0.47
C 4.31 4.98 -0.32
O 3.04 5.04 0.38
C 2.49 3.76 0.60
N 6.02 6.42 -1.15
H 3.37 6.62 -2.09
H 4.25 8.14 -1.68
H 2.80 7.57 -0.81
H 4.87 6.80 0.55
H 4.98 4.40 0.31
H 4.08 4.49 -1.27
H 2.59 3.18 -0.32
H 1.43 3.86 0.82
H 2.99 3.24 1.42
H 6.68 5.73 -0.82
H 6.60 7.23 -0.94
C 0.89 -2.63 -3.46
O 1.79 -3.72 -3.73
P 2.79 -3.82 -4.96
O 3.17 -2.53 -5.55
O 3.96 -4.66 -4.30
C 4.68 -4.05 -3.24
O 2.09 -4.85 -5.95
C 0.72 -4.56 -6.34
H -0.12 -3.04 -3.47
H 1.15 -1.82 -4.14
H 1.03 -2.38 -2.41
H 5.57 -3.63 -3.69
H 4.96 -4.79 -2.49
H 4.17 -3.28 -2.66
H 0.14 -5.22 -5.69
H 0.61 -4.97 -7.34
H 0.50 -3.50 -6.33
C -3.15 0.75 2.63
O -3.59 1.60 3.68
P -2.55 2.49 4.44
O -1.30 1.79 4.82
O -3.33 3.17 5.62
C -2.78 4.32 6.27
O -2.25 3.69 3.42
C -1.17 3.63 2.50
H -2.15 0.35 2.80
H -3.05 1.34 1.72
H -3.82 -0.10 2.55
H -3.12 4.28 7.30
H -3.13 5.23 5.79
H -1.69 4.35 6.21
H -1.57 3.89 1.51
H -0.56 2.73 2.48
H -0.50 4.48 2.65
C 4.83 1.08 -2.37
C 4.46 -0.27 -1.78
O 4.64 -0.08 -0.41
C 5.49 0.96 -0.25
O 6.00 1.25 0.78
O 5.76 1.59 -1.41
F 5.42 -1.17 -2.25
H 3.92 1.70 -2.38
H 5.23 1.00 -3.37
H 3.48 -0.64 -2.06
C 1.58 0.45 4.71
C 0.77 0.01 5.93
O 0.78 1.16 6.76
C 1.59 2.10 6.25
O 1.78 3.17 6.70
O 2.16 1.69 5.09
F 1.47 -0.94 6.64
H 0.94 0.50 3.83
H 2.41 -0.22 4.52
H -0.23 -0.34 5.71
*
```

=====

[4]
Here is a cluster of 3 separate species, C25H60IN7O6P2SSi in total from OMol25. Energies are from the ωB97M-V functional and the def2-TZVPD basis.

- SMILES string = CO[C@](CO[C@@H](CC(=O)O)C[C@H](C)I)(N=C=S)[Si](C)(C)C.CN(C)P(=O)(N(C)C)N(C)C.CN(C)P(=O)(N(C)C)N(C)C
- relative energy (zero: lowest compared OMol25 entry of this formula, charge and spin) (kJ/mol) = 514.9
- orbital gap (Ha) = 0.2763

The geometry in ORCA input format:
```
! RIJCOSX wB97M-V def2-TZVPD def2/J DEFGRID3
* xyz 0 1
C 2.93 -5.46 5.26
O 3.52 -5.22 3.98
C 3.16 -6.16 3.01
C 1.63 -6.17 2.72
O 1.18 -4.82 2.79
C -0.23 -4.74 3.07
C -0.52 -3.24 3.15
C 0.20 -2.72 4.43
O 0.03 -3.28 5.45
O 0.99 -1.63 4.41
C -1.04 -5.51 1.99
C -2.54 -5.16 1.89
C -2.86 -3.92 1.02
I -3.55 -5.10 3.82
N 3.53 -7.59 3.34
C 4.66 -7.75 3.65
S 6.14 -7.97 4.12
Si 4.11 -5.70 1.38
C 3.13 -4.53 0.26
C 5.79 -4.92 1.78
C 4.49 -7.25 0.33
H 3.12 -6.49 5.63
H 1.83 -5.32 5.27
H 3.35 -4.71 5.94
H 1.51 -6.55 1.68
H 1.04 -6.79 3.41
H -0.43 -5.23 4.04
H -0.04 -2.70 2.31
H -1.58 -2.98 3.27
H 1.26 -1.40 3.51
H -0.51 -5.36 1.03
H -0.99 -6.60 2.18
H -3.02 -6.01 1.37
H -2.79 -2.96 1.55
H -3.81 -4.03 0.48
H -2.07 -3.90 0.23
H 2.25 -4.99 -0.21
H 2.84 -3.59 0.76
H 3.81 -4.23 -0.56
H 6.56 -5.69 1.90
H 6.09 -4.33 0.89
H 5.67 -4.28 2.66
H 3.58 -7.75 -0.03
H 5.18 -7.93 0.85
H 5.02 -6.89 -0.57
C -2.41 -0.13 -3.89
N -2.94 -0.59 -2.63
C -4.04 -1.53 -2.86
P -3.13 0.32 -1.18
O -2.78 -0.80 -0.22
N -1.72 1.27 -0.82
C -0.42 0.84 -1.31
C -1.61 1.57 0.61
N -3.84 1.71 -2.08
C -3.09 2.89 -2.47
C -5.11 2.13 -1.45
H -3.13 0.49 -4.45
H -2.16 -0.98 -4.52
H -1.49 0.43 -3.78
H -4.92 -1.01 -3.27
H -4.33 -2.02 -1.93
H -3.74 -2.32 -3.56
H -0.24 -0.23 -1.16
H 0.39 1.39 -0.82
H -0.30 1.08 -2.37
H -1.23 0.72 1.19
H -2.59 1.84 1.02
H -0.95 2.43 0.77
H -2.79 3.51 -1.62
H -3.71 3.51 -3.13
H -2.20 2.64 -3.04
H -4.93 2.63 -0.49
H -5.75 1.27 -1.27
H -5.66 2.81 -2.11
C 0.02 8.42 -3.81
N -0.89 7.62 -3.02
C -2.16 8.33 -2.87
P -0.50 6.63 -1.68
O -1.50 5.52 -1.99
N 0.90 5.64 -1.96
C 1.26 5.28 -3.33
C 0.90 4.44 -1.13
N 0.54 7.90 -0.95
C 1.98 7.92 -1.07
C 0.17 8.13 0.46
H 0.33 9.34 -3.29
H -0.45 8.71 -4.75
H 0.92 7.87 -4.09
H -2.05 9.20 -2.22
H -2.92 7.67 -2.44
H -2.54 8.66 -3.84
H 0.40 4.95 -3.92
H 2.01 4.48 -3.33
H 1.74 6.11 -3.84
H 0.23 3.66 -1.53
H 0.57 4.67 -0.12
H 1.91 4.02 -1.06
H 2.47 7.12 -0.51
H 2.35 8.87 -0.68
H 2.31 7.88 -2.11
H 0.47 7.29 1.10
H -0.91 8.25 0.55
H 0.63 9.05 0.84
*
```

=====

For the records above, the corresponding E values read -3421.9169; -3820.0352; -4255.2317; -3491.2052 Ha.